# 1
{
  "formula": "C40H29CoN9S2",
  "method": "wB97M-V/def2-TZVPD",
  "lumo_ev": [3.936, 3.945],
  "de_lowest_kj_mol": 0.0,
  "multiplicity": 2,
  "largest_force_ev_per_a": 1.3,
  "orbital_gap_ev": [4.38, 4.45],
  "charge": -2,
  "e_homo_ev": [-0.44, -0.50],
  "elements": ["Co", "C", "C", "C", "C", "C", "N", "C", "C", "C", "C", "C", "C", "C", "N", "C", "C", "C", "N", "C", "C", "N", "C", "C", "C", "N", "H", "H", "H", "H", "H", "H", "H", "H", "H", "H", "H", "H", "H", "H", "H", "H", "H", "H", "C", "C", "C", "C", "C", "C", "N", "N", "C", "C", "C", "C", "C", "C", "H", "H", "H", "H", "H", "H", "H", "H", "H", "S", "C", "C", "C", "C", "N", "C", "C", "C", "S", "C", "N", "H", "H"],
  "positions_angstrom": [[1.220, -0.634, 0.379], [1.976, 4.567, -4.431], [1.511, 3.489, -3.490], [0.319, 2.794, -3.702], [-0.084, 1.818, -2.823], [0.624, 1.479, -1.644], [0.109, 0.572, -0.764], [-1.228, 0.757, -0.463], [-1.818, 2.034, -0.488], [-3.144, 2.255, -0.189], [-3.975, 1.211, 0.215], [-5.407, 1.442, 0.609], [-3.393, -0.038, 0.328], [-2.062, -0.269, -0.006], [-1.563, -1.584, 0.207], [-2.298, -2.713, 0.228], [-1.540, -3.697, 0.815], [-0.337, -3.060, 1.139], [-0.350, -1.794, 0.757], [1.865, 2.123, -1.500], [2.272, 3.106, -2.402], [2.784, 1.774, -0.465], [3.899, 2.459, -0.138], [4.726, 1.613, 0.555], [4.022, 0.406, 0.616], [2.839, 0.514, 0.023], [1.141, 5.193, -4.752], [2.439, 4.152, -5.331], [2.712, 5.214, -3.951], [-0.288, 3.012, -4.573], [-1.010, 1.285, -3.005], [-1.182, 2.883, -0.705], [-3.526, 3.270, -0.193], [-5.716, 2.457, 0.364], [-5.550, 1.308, 1.683], [-6.078, 0.748, 0.097], [-3.975, -0.850, 0.747], [-3.294, -2.735, -0.174], [-1.820, -4.716, 1.003], [0.521, -3.460, 1.650], [3.235, 3.581, -2.266], [4.022, 3.492, -0.398], [5.685, 1.838, 0.983], [4.310, -0.510, 1.097], [0.394, -3.498, -4.680], [1.087, -4.438, -3.923], [1.619, -4.094, -2.693], [1.467, -2.795, -2.219], [0.768, -1.853, -2.965], [0.234, -2.207, -4.196], [1.945, -2.355, -0.948], [2.708, -3.168, -0.346], [2.993, -2.784, 0.986], [3.903, -3.587, 1.680], [4.139, -3.319, 3.013], [3.441, -2.277, 3.630], [2.543, -1.488, 2.926], [2.302, -1.708, 1.564], [-0.032, -3.778, -5.637], [1.203, -5.451, -4.291], [2.142, -4.818, -2.082], [0.633, -0.864, -2.550], [-0.317, -1.471, -4.770], [4.397, -4.405, 1.167], [4.834, -3.928, 3.579], [3.595, -2.088, 4.687], [1.992, -0.701, 3.425], [-0.651, -1.180, 4.312], [-1.618, 0.157, 3.811], [-2.982, 0.171, 4.158], [-3.842, 1.225, 3.880], [-5.215, 1.137, 4.269], [-6.321, 1.045, 4.584], [-3.337, 2.351, 3.208], [-2.000, 2.348, 2.826], [-1.120, 1.288, 3.063], [0.497, 1.415, 2.439], [-4.171, 3.464, 2.882], [-4.840, 4.358, 2.594], [-3.367, -0.693, 4.686], [-1.614, 3.204, 2.286]]
}



# 2
{
  "formula": "C40H29F9N5PSV",
  "method": "wB97M-V/def2-TZVPD",
  "lumo_ev": [-0.552, -0.775],
  "de_lowest_kj_mol": 0.0,
  "multiplicity": 4,
  "largest_force_ev_per_a": 0.6,
  "orbital_gap_ev": [6.68, 7.23],
  "e_homo_ev": [-7.23, -8.01],
  "elements": ["V", "N", "C", "S", "N", "N", "C", "C", "C", "C", "C", "C", "N", "H", "H", "H", "H", "H", "H", "H", "N", "C", "C", "C", "C", "C", "C", "C", "C", "C", "C", "C", "C", "H", "H", "H", "H", "H", "H", "H", "H", "H", "H", "F", "C", "F", "F", "C", "C", "C", "C", "C", "C", "P", "C", "C", "C", "C", "C", "C", "C", "F", "F", "F", "C", "C", "C", "C", "C", "C", "C", "F", "F", "F", "H", "H", "H", "H", "H", "H", "H", "H", "H", "H", "H", "H"],
  "positions_angstrom": [[-1.521, -0.252, 0.525], [-0.920, -4.679, 0.043], [-1.245, -3.401, 0.342], [-1.400, -2.289, -0.958], [-1.411, -3.155, 1.632], [-1.629, -1.855, 1.897], [-1.978, -1.551, 3.104], [-2.221, -0.152, 3.418], [-2.792, 0.220, 4.633], [-3.033, 1.561, 4.873], [-2.715, 2.492, 3.891], [-2.172, 2.041, 2.699], [-1.925, 0.751, 2.463], [-0.969, -4.980, -0.912], [-0.980, -5.362, 0.780], [-2.113, -2.325, 3.854], [-3.035, -0.538, 5.366], [-3.470, 1.878, 5.811], [-2.892, 3.549, 4.034], [-1.925, 2.717, 1.889], [-3.754, 0.003, 0.220], [-4.034, -0.270, -1.161], [-4.853, -1.337, -1.497], [-5.047, -1.674, -2.827], [-4.419, -0.938, -3.818], [-3.613, 0.136, -3.473], [-3.404, 0.500, -2.143], [-2.549, 1.668, -1.793], [-2.707, 2.830, -2.554], [-1.943, 3.959, -2.298], [-1.024, 3.923, -1.260], [-0.883, 2.761, -0.510], [-1.615, 1.587, -0.737], [-4.378, -0.518, 0.824], [-3.864, 0.995, 0.412], [-5.323, -1.919, -0.712], [-5.679, -2.515, -3.083], [-4.547, -1.203, -4.860], [-3.109, 0.701, -4.248], [-3.448, 2.855, -3.346], [-2.075, 4.854, -2.894], [-0.419, 4.795, -1.032], [-0.140, 2.779, 0.288], [5.444, 3.228, 3.765], [4.405, 3.834, 3.164], [4.926, 4.769, 2.353], [3.719, 4.475, 4.121], [3.558, 2.854, 2.407], [4.077, 2.276, 1.253], [3.323, 1.358, 0.548], [2.042, 1.012, 0.979], [1.539, 1.596, 2.135], [2.294, 2.513, 2.855], [1.013, -0.253, 0.141], [1.344, 0.035, -1.625], [1.187, -0.992, -2.558], [1.282, -0.728, -3.913], [1.526, 0.567, -4.350], [1.687, 1.595, -3.437], [1.599, 1.326, -2.080], [1.630, 0.820, -5.825], [2.742, 0.269, -6.346], [0.597, 0.287, -6.497], [1.667, 2.125, -6.124], [1.991, -1.738, 0.559], [3.003, -2.261, -0.242], [3.718, -3.373, 0.168], [3.433, -3.961, 1.393], [2.447, -3.437, 2.212], [1.729, -2.329, 1.791], [4.170, -5.204, 1.795], [5.469, -5.150, 1.463], [3.664, -6.295, 1.188], [4.105, -5.431, 3.115], [5.067, 2.548, 0.909], [3.732, 0.912, -0.351], [0.544, 1.336, 2.475], [1.892, 2.965, 3.752], [0.966, -1.997, -2.228], [1.152, -1.531, -4.627], [1.864, 2.606, -3.776], [1.705, 2.143, -1.382], [3.235, -1.810, -1.200], [4.497, -3.780, -0.463], [2.231, -3.894, 3.169], [0.957, -1.926, 2.431]]
}



# 3
{
  "formula": "C40H30BrClN6O4Sr",
  "method": "wB97M-V/def2-TZVPD",
  "lumo_ev": -0.182,
  "de_lowest_kj_mol": 0.0,
  "largest_force_ev_per_a": 0.8,
  "orbital_gap_ev": 7.02,
  "e_homo_ev": -7.20,
  "elements": ["Sr", "C", "C", "C", "C", "C", "C", "N", "C", "C", "C", "C", "C", "N", "C", "C", "C", "C", "C", "C", "N", "H", "H", "H", "H", "H", "H", "H", "H", "H", "H", "H", "H", "H", "H", "H", "Cl", "C", "C", "C", "C", "O", "C", "C", "O", "C", "H", "H", "H", "H", "C", "C", "C", "C", "N", "C", "C", "C", "C", "C", "C", "N", "H", "H", "H", "H", "H", "H", "H", "H", "Br", "C", "C", "N", "C", "C", "C", "C", "O", "O", "H", "H", "H"],
  "positions_angstrom": [[-0.685, -0.233, -0.449], [0.552, -0.469, -3.830], [1.741, -0.764, -2.968], [2.897, -1.329, -3.500], [3.976, -1.548, -2.668], [3.890, -1.167, -1.339], [2.707, -0.594, -0.878], [1.652, -0.431, -1.680], [2.585, -0.141, 0.534], [3.705, -0.116, 1.368], [3.572, 0.345, 2.661], [2.331, 0.753, 3.109], [1.250, 0.665, 2.236], [1.388, 0.239, 0.981], [-0.109, 1.060, 2.689], [-0.436, 1.040, 4.040], [-1.700, 1.458, 4.426], [-2.583, 1.897, 3.462], [-2.195, 1.861, 2.121], [-3.125, 2.341, 1.047], [-0.994, 1.423, 1.753], [0.725, -0.780, -4.859], [0.343, 0.602, -3.812], [-0.328, -0.982, -3.445], [2.933, -1.595, -4.547], [4.883, -1.999, -3.048], [4.731, -1.332, -0.688], [4.675, -0.420, 1.015], [4.433, 0.396, 3.314], [2.216, 1.151, 4.105], [0.266, 0.684, 4.779], [-1.983, 1.446, 5.470], [-3.569, 2.257, 3.725], [-3.350, 3.400, 1.195], [-4.070, 1.796, 1.083], [-2.673, 2.215, 0.066], [0.456, -7.338, -3.978], [0.032, -5.825, -3.221], [-1.047, -5.083, -3.720], [-1.396, -3.892, -3.141], [-0.689, -3.355, -2.022], [-1.008, -2.236, -1.512], [0.406, -4.141, -1.535], [1.212, -3.740, -0.409], [1.100, -2.751, 0.300], [0.742, -5.361, -2.150], [-1.601, -5.462, -4.569], [-2.230, -3.316, -3.524], [2.032, -4.457, -0.188], [1.578, -5.934, -1.765], [-1.303, -3.236, 3.365], [-2.635, -3.609, 3.383], [-3.517, -2.972, 2.526], [-3.043, -1.971, 1.681], [-1.754, -1.628, 1.655], [-0.914, -2.247, 2.475], [-3.954, -1.266, 0.743], [-5.335, -1.257, 0.936], [-6.142, -0.637, -0.003], [-5.554, -0.044, -1.106], [-4.170, -0.066, -1.201], [-3.392, -0.651, -0.297], [-0.571, -3.710, 4.004], [-2.984, -4.393, 4.041], [-4.554, -3.272, 2.499], [0.127, -1.959, 2.396], [-5.776, -1.710, 1.811], [-7.216, -0.620, 0.129], [-6.145, 0.443, -1.870], [-3.648, 0.425, -2.014], [-4.073, 4.768, -5.437], [-2.478, 4.655, -4.417], [-1.554, 5.687, -4.474], [-0.422, 5.665, -3.780], [-0.184, 4.609, -3.008], [-1.053, 3.531, -2.891], [-2.232, 3.556, -3.618], [-0.726, 2.365, -1.979], [0.328, 2.395, -1.332], [-1.582, 1.427, -1.940], [-1.736, 6.555, -5.097], [0.740, 4.602, -2.444], [-2.925, 2.729, -3.548]]
}



# 4
{
  "formula": "C40H30Cl2NPPt",
  "method": "wB97M-V/def2-TZVPD",
  "lumo_ev": [0.225, 0.225],
  "de_lowest_kj_mol": 121.2,
  "largest_force_ev_per_a": 1.3,
  "orbital_gap_ev": [6.07, 6.07],
  "e_homo_ev": [-5.84, -5.84],
  "elements": ["Pt", "Cl", "C", "C", "C", "C", "C", "C", "P", "C", "C", "C", "C", "C", "C", "C", "C", "C", "C", "C", "C", "H", "H", "H", "H", "H", "H", "H", "H", "H", "H", "H", "H", "H", "H", "C", "C", "C", "C", "C", "C", "C", "C", "C", "C", "C", "C", "C", "C", "C", "N", "H", "H", "H", "H", "H", "H", "H", "H", "H", "H", "Cl", "C", "C", "C", "C", "C", "C", "C", "H", "H", "H", "H", "H", "H"],
  "positions_angstrom": [[0.282, 0.210, 0.060], [-0.748, -0.778, 2.227], [-0.673, -2.525, 1.949], [-0.581, -3.321, 3.071], [-0.510, -4.698, 2.897], [-0.531, -5.237, 1.622], [-0.632, -4.403, 0.513], [-0.716, -3.022, 0.656], [-0.826, -1.865, -0.772], [-0.488, -2.955, -2.191], [0.841, -3.325, -2.414], [1.173, -4.172, -3.458], [0.179, -4.648, -4.303], [-1.140, -4.274, -4.098], [-1.477, -3.434, -3.044], [-2.641, -1.622, -0.901], [-3.586, -2.438, -0.285], [-4.944, -2.175, -0.418], [-5.371, -1.106, -1.192], [-4.434, -0.297, -1.823], [-3.081, -0.546, -1.669], [-0.553, -2.872, 4.053], [-0.430, -5.340, 3.764], [-0.469, -6.307, 1.482], [-0.650, -4.835, -0.480], [1.623, -2.948, -1.763], [2.205, -4.453, -3.618], [0.434, -5.306, -5.123], [-1.917, -4.636, -4.758], [-2.509, -3.147, -2.893], [-3.270, -3.287, 0.309], [-5.666, -2.810, 0.080], [-6.428, -0.899, -1.297], [-4.758, 0.544, -2.423], [-2.352, 0.111, -2.133], [2.079, 0.691, -3.738], [2.159, 2.077, -3.863], [1.727, 2.872, -2.821], [1.209, 2.297, -1.657], [1.106, 0.903, -1.529], [1.563, 0.113, -2.594], [0.766, 3.086, -0.511], [1.201, 4.427, -0.307], [0.873, 5.067, 0.839], [0.065, 4.407, 1.801], [-0.315, 5.014, 3.022], [-1.119, 4.357, 3.906], [-1.598, 3.065, 3.592], [-1.234, 2.458, 2.424], [-0.371, 3.105, 1.516], [0.009, 2.447, 0.366], [2.426, 0.053, -4.543], [2.550, 2.527, -4.766], [1.774, 3.948, -2.925], [1.514, -0.961, -2.518], [1.844, 4.896, -1.037], [1.233, 6.068, 1.041], [0.052, 6.010, 3.239], [-1.405, 4.825, 4.838], [-2.260, 2.554, 4.278], [-1.624, 1.485, 2.161], [3.494, 4.899, 3.716], [3.198, 3.380, 2.889], [2.571, 2.343, 3.558], [2.321, 1.155, 2.888], [2.671, 0.977, 1.545], [2.293, -0.238, 0.790], [3.329, 2.040, 0.913], [3.592, 3.231, 1.571], [2.277, 2.467, 4.591], [1.816, 0.353, 3.414], [2.202, -1.132, 1.410], [2.947, -0.427, -0.059], [3.621, 1.934, -0.125], [4.089, 4.045, 1.061]]
}



# 5
{
  "formula": "C40H30Co2N2O5P",
  "method": "wB97M-V/def2-TZVPD",
  "lumo_ev": 2.286,
  "de_lowest_kj_mol": 205.7,
  "largest_force_ev_per_a": 4.7,
  "orbital_gap_ev": 5.29,
  "charge": -1,
  "e_homo_ev": -3.01,
  "elements": ["O", "C", "Co", "C", "O", "C", "O", "C", "C", "C", "C", "C", "C", "C", "C", "C", "Co", "C", "O", "C", "O", "P", "C", "C", "C", "C", "C", "C", "C", "C", "C", "C", "C", "C", "C", "C", "C", "C", "C", "C", "H", "H", "H", "H", "H", "H", "H", "H", "H", "H", "H", "H", "H", "H", "H", "H", "H", "H", "H", "H", "H", "H", "C", "C", "C", "C", "C", "C", "C", "N", "C", "N", "H", "H", "H", "H", "H", "H", "H", "H"],
  "positions_angstrom": [[-3.040, -2.519, 1.165], [-2.288, -1.730, 0.759], [-1.434, -0.321, 0.113], [-1.093, -0.131, 1.846], [-0.854, -0.155, 2.984], [-0.242, -1.204, -0.789], [0.536, -1.796, -1.429], [-2.246, 0.634, -1.194], [-3.046, 0.298, -0.100], [-4.302, 0.311, 0.418], [-4.612, 0.934, 1.677], [-5.940, 0.816, 2.177], [-6.236, 1.141, 3.496], [-5.239, 1.602, 4.366], [-3.973, 1.866, 3.838], [-3.689, 1.646, 2.490], [-1.185, 2.049, -0.567], [-0.723, 2.965, 0.822], [-0.405, 3.710, 1.657], [-1.985, 3.195, -1.575], [-2.515, 3.996, -2.231], [0.638, 1.933, -1.554], [2.014, 1.186, -0.599], [3.293, 1.016, -1.147], [4.263, 0.313, -0.421], [3.946, -0.231, 0.831], [2.692, -0.002, 1.402], [1.774, 0.790, 0.719], [0.475, 0.987, -3.113], [1.323, -0.079, -3.405], [1.043, -0.906, -4.487], [-0.040, -0.618, -5.320], [-0.816, 0.525, -5.104], [-0.560, 1.335, -3.995], [1.449, 3.447, -2.212], [1.762, 3.627, -3.568], [2.376, 4.809, -3.991], [2.684, 5.806, -3.061], [2.367, 5.632, -1.709], [1.749, 4.455, -1.282], [-2.498, 0.538, -2.244], [-5.123, -0.116, -0.177], [-6.708, 0.442, 1.490], [-7.246, 1.012, 3.880], [-5.438, 1.741, 5.429], [-3.186, 2.242, 4.485], [-2.770, 2.053, 2.052], [3.516, 1.414, -2.139], [5.260, 0.185, -0.847], [4.680, -0.822, 1.377], [2.424, -0.412, 2.379], [0.855, 1.115, 1.219], [2.208, -0.252, -2.799], [1.679, -1.774, -4.656], [-0.274, -1.284, -6.148], [-1.630, 0.796, -5.779], [-1.168, 2.227, -3.805], [1.530, 2.850, -4.299], [2.612, 4.933, -5.049], [3.182, 6.717, -3.389], [2.600, 6.405, -0.977], [1.495, 4.311, -0.227], [2.622, -4.962, 5.011], [2.148, -4.873, 3.589], [1.240, -3.850, 3.233], [0.737, -3.785, 1.921], [1.241, -4.756, 1.000], [2.130, -5.764, 1.331], [2.598, -5.821, 2.649], [0.399, -4.707, -0.092], [-0.557, -3.771, 0.156], [-0.352, -3.152, 1.320], [3.266, -5.835, 5.133], [3.190, -4.073, 5.311], [1.780, -5.058, 5.706], [0.878, -3.127, 3.971], [2.396, -6.486, 0.559], [3.291, -6.609, 2.967], [0.461, -5.329, -0.901], [-1.385, -3.693, -0.546]]
}